No. 1
Molecular formula: H80O40
Method: DFT, ωB97M-V/def2-TZVPD

Calculated values
max |F|	7.21	eV/A
energy above the lowest of the compared OMol25 structures with the same formula, charge and spin	1276.2	kJ/mol
M	720.600	g/mol
energy	-83192.5884	eV
gap between HOMO and LUMO	9.5111	eV

Element x y z (Å)
H 5.3827 3.2760 0.1045
H 5.5025 3.2306 1.4677
O 6.0363 2.8410 0.6838
H -0.8507 3.2853 4.9259
H -1.8940 2.2819 4.8601
O -1.4614 2.8762 4.3331
H 3.9595 4.8081 0.9958
H 3.5710 5.7526 -0.4311
O 3.9960 4.8009 -0.0318
H -2.7853 -3.9396 3.3620
H -1.6812 -4.3811 2.5691
O -2.2148 -3.5074 2.7512
H -1.4729 -3.5142 -3.7724
H -2.7721 -3.2309 -3.0328
O -1.7853 -3.1006 -2.9555
H -1.4971 3.3939 -1.0051
O -1.0664 2.8272 -0.4222
H 2.2166 5.3372 3.9682
O 1.9228 4.6212 4.4718
H 2.9179 -2.9852 -3.0073
H 1.8024 -3.9961 -3.3993
O 2.7714 -3.8281 -3.4585
H 0.6903 3.1639 1.9340
H 1.9731 2.3409 1.9864
O 1.5874 3.3061 2.1038
H -5.6889 -3.5611 0.8540
H -5.1474 -2.8772 -0.3160
O -5.9093 -3.1963 0.0766
H 2.3089 1.9975 6.0069
H 0.7542 1.5336 5.9799
O 1.4733 2.0410 5.5048
H -1.1947 2.5757 -4.6284
O -0.9410 1.7632 -5.2120
H 3.7160 4.1868 -3.6672
H 4.8543 4.1236 -2.5418
O 4.0523 4.6139 -2.8057
H 2.8956 2.9042 -1.5306
H 2.2390 1.4936 -1.1466
O 2.0841 2.4685 -1.1638
H 2.9520 -3.8822 -1.2519
H 2.2297 -3.3367 -0.1146
O 2.9243 -3.0679 -0.6837
H -3.0018 0.3204 5.0730
H -4.1165 1.1141 4.0688
O -3.4425 1.1496 4.8372
H -0.4375 -0.5748 2.2451
H -0.2256 0.4998 1.4105
O -0.2201 -0.4316 1.2842
H -2.3522 0.9021 -0.3320
H -2.6576 1.0966 -1.5912
O -3.0193 0.4678 -0.9852
H 4.0132 0.8229 2.0027
O 3.4345 0.4788 2.7525
H -0.0292 -2.2237 6.3322
H -0.6417 -1.1861 5.7156
O -0.4264 -1.5061 6.6149
H 2.0796 -2.1737 3.4405
O 1.8410 -1.2657 3.7048
H -1.6573 6.2596 2.7062
H -1.5140 4.7943 2.9658
O -2.1398 5.4936 2.7422
H 0.3578 -5.2600 3.9425
H 0.6784 -5.1436 2.5013
O -0.0503 -5.5086 3.0281
H -0.8879 -3.3295 0.1236
H -0.5708 -2.0977 0.7238
O -0.4507 -3.0778 0.9446
H 1.6585 0.4548 -6.2315
H 2.2196 1.8504 -5.9245
O 2.3993 0.9308 -6.0043
H 3.8180 -1.4965 -5.1323
H 4.2630 -1.7087 -3.5871
O 4.3416 -1.9777 -4.4663
H 4.4648 -1.0514 0.9941
H 4.3254 -1.0103 -0.6559
O 4.3643 -0.4974 0.2770
H -4.8435 -0.7109 1.2242
H -6.3222 -0.5379 0.9041
O -5.6934 -0.5642 1.6126
H -2.9559 2.0070 -3.7655
H -3.9958 3.1342 -3.3062
O -3.1691 2.8201 -3.5056
H -2.7120 -6.1877 -0.3927
H -2.6355 -4.5696 0.0102
O -3.1870 -5.3436 -0.1159
H 4.8764 -2.8000 -0.0527
H 6.2869 -2.8056 -0.5495
O 5.8100 -3.2206 0.1446
H -4.2614 -1.4023 -2.9518
O -4.6612 -1.9830 -3.7090
H 0.3102 3.2555 -2.7002
H 0.1430 4.3764 -3.7057
O -0.4353 3.8946 -2.9548
H 2.9807 1.1596 3.2733
H -0.1818 3.0244 -0.6129
H 2.5008 -0.7432 3.3384
H 1.6925 3.9501 3.8020
H -1.2964 1.9702 -6.2016
H -4.9767 -2.7634 -3.2245
O 0.2879 -3.3144 -4.7798
H 0.0157 -2.8456 -4.0927
H 0.6701 -2.7199 -5.3881
O -1.0601 -1.3187 -1.4397
H -1.9867 -1.4155 -1.7937
H -0.6992 -0.4021 -1.4752
O 0.6574 -0.1634 -2.8100
H 0.4570 -1.1001 -2.8754
H 1.5434 -0.1121 -3.1161
O -3.9189 3.0751 2.1806
H -3.8661 3.9770 2.4069
H -3.3089 3.1202 1.4895
O -3.0663 -2.0589 0.1121
H -2.6223 -2.6346 0.6290
H -2.5955 -1.4582 -0.4252
O 0.0614 -0.9116 -5.3512
H -0.0270 0.0092 -5.0696
H -0.8752 -1.0810 -5.6229
O -1.9450 -0.8753 3.2327
H -2.0318 -1.7980 3.2721
H -2.5174 -0.6930 2.5093



No. 2
Molecular formula: C8H9N4O2
Method: DFT, ωB97M-V/def2-TZVPD

Calculated values
net charge	+1
structure (SMILES)	O=C=CN/C=C(CO)\N=[N+]1\C=CC=N1
max |F|	4.17	eV/A
energy above the lowest of the compared OMol25 structures with the same formula, charge and spin	350.1	kJ/mol
M	193.186	g/mol
energy	-18485.5659	eV
gap between HOMO and LUMO (alpha / beta)	7.1003 / 7.0987	eV

Element x y z (Å)
C 2.9267 -2.3952 0.1831
C 3.3769 -1.0812 -0.0740
C 1.4926 -2.3007 0.1473
C -1.4924 1.2503 0.2175
C -0.2256 0.7875 -0.0272
C -3.1517 -0.4679 -0.3396
C -4.3903 -0.9213 -0.1680
C 0.7762 1.8752 -0.2521
N 2.4086 -0.2692 -0.1653
N 1.2790 -0.9792 0.0101
N 0.0594 -0.4837 0.0745
N -2.7029 0.7876 0.1222
O -5.4597 -1.2664 -0.0043
O 0.2564 3.0979 0.0906
H 3.5235 -3.2586 0.0924
H 4.4638 -0.9289 -0.2164
H 0.6939 -2.9778 0.6006
H -1.5859 2.3430 0.3107
H -2.3103 -1.1878 -0.5365
H 1.6550 1.5211 0.4305
H 0.9227 1.7563 -1.4140
H -3.4180 1.4664 0.3612
H 0.9023 3.6326 0.5569



No. 3
Molecular formula: C2H3NO3
Method: DFT, ωB97M-V/def2-TZVPD

Calculated values
structure (SMILES)	O=C(O)/C=N\O
max |F|	6.67	eV/A
energy above the lowest of the compared OMol25 structures with the same formula, charge and spin	384.3	kJ/mol
M	89.050	g/mol
energy	-9752.1065	eV
gap between HOMO and LUMO	10.1516	eV

Element x y z (Å)
C 0.0227 0.7525 0.5139
C -1.1747 0.1855 -0.2350
H 2.4167 -0.6939 -0.2287
H -0.3417 1.6680 0.9659
H -0.1712 -1.1403 -1.0597
N 1.2523 0.3154 0.7592
O 1.3817 -0.8748 0.1462
O -1.0786 -0.6855 -1.1562
O -2.3071 0.4731 0.2944